# 1
Computed, not measured: a structure of composition C5H9N3, with ωB97M-V/def2-TZVPD.

The geometry in XYZ format:
```
17
Properties=species:S:1:pos:R:3:forces:R:3
C -2.33478 0.24538 0.56507 -3.3 -0.4 2.8
C -1.38474 0.69816 -0.59896 -4.1 -0.7 -1.1
C -0.04174 0.31777 -0.31828 2.8 0.8 -1.0
C 0.91895 1.29542 -0.18111 2.1 5.9 3.2
C 0.51301 -0.87359 -0.12742 3.2 0.3 1.5
H -1.91601 -0.62399 1.33647 -0.7 2.8 -1.8
H -2.65028 1.38462 1.29062 0.7 -4.1 -2.1
H -3.47790 -0.44186 0.17152 3.4 2.7 1.1
H -1.90061 0.16460 -1.54429 1.6 1.5 1.5
H -1.39657 1.82411 -0.67225 -0.4 -1.4 -0.3
H 2.18961 -2.02082 -0.13893 0.3 1.0 0.1
H 2.41511 -0.13558 -0.03150 -1.2 -4.2 1.3
H 0.16860 -2.88602 0.00167 -1.4 2.7 -0.1
H -1.28556 -1.77667 0.00798 1.8 -0.4 -0.4
N 1.49335 2.23586 0.29165 -1.2 -3.2 -2.4
N 1.87351 -1.14662 0.31433 -0.1 4.2 -2.5
N -0.24837 -1.88742 -0.09985 -3.4 -7.5 0.2
```
Positions in Å, forces in eV/Å.

## Properties
relative energy (zero: lowest compared OMol25 entry of this formula, charge and spin)	465.28	kJ/mol
charge	0

***

# 2
Computed, not measured: an isolated molecule of C5H9N3, with ωB97M-V/def2-TZVPD.

The geometry in XYZ format:
```
17
Properties=species:S:1:pos:R:3:forces:R:3
C -2.95961 0.56807 -1.07353 2.7 -2.4 -3.8
N -1.74966 0.11494 -1.12375 -2.4 0.6 1.6
N -1.12052 0.32223 0.16986 0.0 2.2 -3.0
C -0.86981 -0.85509 0.91947 -2.7 -2.2 1.0
C 0.16440 -0.26846 0.07575 2.8 -0.7 0.1
C 1.41850 0.34634 0.65624 -1.5 0.3 1.3
C 2.54999 0.49876 -0.24129 1.7 0.4 -1.6
N 2.51497 -0.57790 0.66473 1.1 -0.8 2.3
H -3.52050 0.39169 -1.99309 0.0 0.2 0.2
H -3.39395 1.08609 -0.32286 -1.1 1.5 2.7
H -0.98570 -0.50714 1.95727 0.4 -1.1 -0.1
H -1.53043 -1.75072 0.57443 1.7 1.4 0.8
H 0.50751 -0.86756 -0.81735 -1.2 0.8 0.6
H 1.33813 1.02083 1.56967 -0.1 -1.0 -1.3
H 3.36832 1.20089 -0.07800 -0.3 0.1 0.1
H 2.48419 0.21804 -1.27831 -0.5 0.3 -0.5
H 2.39810 -1.54479 0.39249 -0.4 0.4 -0.5
```
Positions in Å, forces in eV/Å.

## Properties
relative energy (zero: lowest compared OMol25 entry of this formula, charge and spin)	473.00	kJ/mol
structure (SMILES)	C=NN1C[C@@H]1[C@@H]1CN1
charge	0

***

# 3
Computed, not measured: an isolated molecule of C5H9N3, with ωB97M-V/def2-TZVPD.

The geometry in XYZ format:
```
17
Properties=species:S:1:pos:R:3:forces:R:3
H 3.00239 -0.52031 0.56010 0.0 -0.1 0.0
N 2.09914 -0.48381 1.03579 -0.8 0.7 -0.7
C 1.17776 -0.16815 0.20614 -0.5 -0.6 0.8
N 1.28425 -0.00720 -1.16795 -1.8 0.1 -1.4
N -0.17666 0.34496 -1.50183 0.3 -0.8 -1.9
C -0.81834 -0.55000 -2.16782 1.8 0.2 0.2
C -0.28663 0.03359 0.61436 0.3 -2.0 4.0
C -1.01608 -1.04811 1.02258 0.9 1.4 -0.7
C -0.53178 1.39572 1.21503 -0.2 0.2 -0.2
H 1.92348 0.74216 -1.42060 -0.4 0.0 -0.3
H -1.90542 -0.56722 -2.26473 0.2 0.8 0.2
H -0.34024 -1.43210 -2.60701 0.2 0.2 0.2
H -1.81292 -0.94944 1.74815 -0.3 0.1 -0.3
H -0.82108 -2.03595 0.62113 0.2 0.0 0.3
H 0.06933 1.52400 2.11835 0.0 -0.1 -0.1
H -0.26246 2.18985 0.51451 0.0 0.0 0.0
H -1.58473 1.53203 1.47379 0.1 -0.1 0.0
```
Positions in Å, forces in eV/Å.

## Properties
relative energy (zero: lowest compared OMol25 entry of this formula, charge and spin)	386.99	kJ/mol
structure (SMILES)	[H]/N=C(\NN=C)C(=C)C
charge	0

***

# 4
Computed, not measured: an isolated molecule of C5H9N3, with ωB97M-V/def2-TZVPD.

The geometry in XYZ format:
```
17
Properties=species:S:1:pos:R:3:forces:R:3
C -1.72827 0.67824 -0.11953 -0.2 0.0 0.8
C -0.73910 1.54377 0.22320 -2.7 -1.1 -0.5
N 0.59203 1.54042 0.04280 1.3 -0.1 1.2
N 1.07175 0.55737 -0.77005 0.4 -1.5 -0.9
C 1.52968 -0.71090 -0.21651 -0.5 0.0 2.0
C 0.35763 -1.39641 0.59762 -0.4 1.6 -1.6
N -0.85576 -1.63460 -0.23908 0.3 -0.7 0.9
C -1.78238 -0.78321 -0.40563 3.3 2.2 0.1
H -2.69472 1.19357 -0.09349 0.1 -0.5 0.2
H -1.14831 2.44975 0.56577 0.0 1.4 0.6
H 1.12719 1.65641 0.90288 0.0 0.4 0.0
H 1.78566 0.96701 -1.31302 0.8 0.3 -0.9
H 2.40855 -0.60730 0.51323 -0.9 0.0 -0.8
H 1.85845 -1.30909 -1.05168 0.0 -0.3 -0.2
H 0.66413 -2.38459 0.89732 0.3 -0.1 0.5
H 0.14489 -0.69969 1.44978 0.0 -0.8 -0.4
H -2.59142 -1.06075 -0.98358 -1.9 -0.9 -1.0
```
Positions in Å, forces in eV/Å.

## Properties
relative energy (zero: lowest compared OMol25 entry of this formula, charge and spin)	295.84	kJ/mol
structure (SMILES)	C1=C\NNCC\N=C/1
charge	0

***

# 5
Computed, not measured: a structure of composition C5H9N3, with ωB97M-V/def2-TZVPD.

The geometry in XYZ format:
```
17
Properties=species:S:1:pos:R:3:forces:R:3
C 1.85965 0.19982 -1.51031 0.7 -5.0 1.6
C 0.79777 -0.26927 -0.47484 -0.2 3.4 0.7
C 0.92316 -0.04105 1.01502 1.5 -0.1 -1.9
C -0.35278 -0.04207 1.43658 -0.5 0.6 1.4
C -0.57186 -0.10689 -0.69378 3.6 0.8 -2.6
H 1.65231 1.12778 -1.87473 -0.4 2.8 -0.6
H 1.65995 -0.50457 -2.44904 1.4 1.2 1.9
H 2.91655 0.18224 -0.91643 -2.3 -0.2 -2.2
H 1.82810 0.41084 1.46029 -0.7 -1.0 0.1
H -1.86157 0.07535 2.94955 0.3 0.1 -1.2
H -0.18315 0.46098 3.67771 -2.7 -2.3 -4.5
H -2.33812 -1.02721 0.44162 2.9 3.1 -0.2
H -0.87585 0.71288 -2.87186 -1.4 -3.7 4.2
H -1.96738 -1.28744 -1.47217 0.7 3.1 -2.2
N -0.90198 -0.07712 2.65033 2.7 1.9 7.6
N -1.24997 0.07740 0.39919 -4.0 -3.7 2.3
N -1.33482 0.10832 -1.76713 -1.5 -1.0 -4.4
```
Positions in Å, forces in eV/Å.

## Properties
relative energy (zero: lowest compared OMol25 entry of this formula, charge and spin)	1046.69	kJ/mol
charge	0

***

# 6
Computed, not measured: an isolated molecule of C5H9N3, with ωB97M-V/def2-TZVPD.

The geometry in XYZ format:
```
17
Properties=species:S:1:pos:R:3:forces:R:3
H 2.81023 -1.18105 0.23690 -0.1 -0.1 -0.3
N 2.03470 -1.76143 -0.10143 -1.5 0.1 1.0
C 0.93532 -1.10540 -0.02180 -0.4 1.3 -3.3
C -0.49512 -1.52328 -0.57189 1.1 -4.6 1.5
C -1.64623 -1.84466 0.08386 0.8 0.5 -0.4
C 0.74756 0.36509 -0.02695 -2.6 1.1 -0.1
N 1.71572 1.31412 -0.18691 0.2 -0.3 0.6
N -0.55504 0.54071 -0.00691 2.1 1.8 2.0
C -1.13207 1.78016 0.48307 0.4 0.5 -0.8
H -0.28792 -2.22462 -1.38425 0.1 -0.2 -0.1
H -2.11331 -1.16596 0.78737 0.4 -0.4 0.5
H -2.13111 -2.79750 -0.09342 -0.4 0.3 -0.7
H 1.42208 2.24946 -0.43518 0.1 -0.3 0.1
H 2.58003 0.99221 -0.60316 -0.1 0.2 0.2
H -1.15265 2.52464 -0.31742 -0.2 0.3 0.0
H -0.57973 2.21625 1.32256 0.2 -0.1 0.0
H -2.15249 1.62126 0.83558 0.0 -0.2 -0.2
```
Positions in Å, forces in eV/Å.

## Properties
relative energy (zero: lowest compared OMol25 entry of this formula, charge and spin)	412.27	kJ/mol
structure (SMILES)	[H]/N=C(C=C)\C(N)=N\C
charge	0

***

# 7
Computed, not measured: a cluster of 2 separate species, C5H9N3 in total, with ωB97M-V/def2-TZVPD.

The geometry in XYZ format:
```
17
Properties=species:S:1:pos:R:3:forces:R:3
H 0.29322 -2.40110 0.24750 0.5 0.5 0.1
N -0.37005 -1.67017 0.49974 -0.8 0.2 -0.4
C -0.52598 -0.76484 -0.39064 -0.2 -2.1 -1.5
C -1.83698 -0.05375 -0.59327 0.5 0.8 0.7
C 0.30630 -0.75866 -1.63778 -0.6 -1.2 0.0
N 0.77276 -1.06071 -2.65002 0.0 0.4 0.3
H -2.37989 -0.04235 0.34909 -0.1 0.0 0.0
H -1.65866 0.96375 -0.93880 -0.2 0.1 -0.1
H -2.42428 -0.57857 -1.34690 0.2 -0.1 0.0
C 1.47575 0.92922 -0.28328 -0.8 0.7 1.5
C 0.60284 1.08055 0.75575 2.6 1.4 0.1
N 0.81210 0.51757 2.00901 -0.6 -0.3 -0.4
H 1.49368 1.63640 -1.09434 -0.2 -0.1 -0.2
H 2.27885 0.21083 -0.22865 0.0 -0.2 0.0
H -0.06989 1.92996 0.76586 -0.3 -0.2 -0.2
H -0.02552 0.45262 2.57022 0.0 0.0 0.0
H 1.25574 -0.39076 1.96650 0.1 0.0 0.1
```
Positions in Å, forces in eV/Å.

## Properties
relative energy (zero: lowest compared OMol25 entry of this formula, charge and spin)	257.21	kJ/mol
structure (SMILES)	[H]/N=C(/C)C#N.C=CN
charge	0

***

# 8
Computed, not measured: a cluster of 2 separate species, C5H9N3 in total, with ωB97M-V/def2-TZVPD.

The geometry in XYZ format:
```
17
Properties=species:S:1:pos:R:3:forces:R:3
H -3.23912 -1.00086 -0.57622 0.6 0.1 0.2
N -3.08846 0.00678 -0.48505 -0.5 1.4 -0.2
N -2.17152 0.22143 0.32731 -0.2 -3.7 -0.9
N -1.77993 1.22427 0.88375 0.1 2.3 1.6
C -0.78407 1.98462 1.05948 -0.1 -0.2 -0.6
H -0.00051 2.08536 0.32113 0.2 -0.1 -0.1
H -0.73380 2.55719 1.96831 -0.1 0.2 0.1
C -0.07904 -1.15366 -1.95073 -0.2 0.0 -0.4
C 0.47013 -1.00377 -0.78869 0.1 0.0 0.3
C 1.02692 -0.84898 0.37395 0.1 0.1 0.2
C 2.37668 -0.22973 0.58380 0.0 0.0 -0.1
H 0.06422 -2.04785 -2.53406 0.1 -0.2 -0.1
H -0.71320 -0.39482 -2.38054 -0.1 0.2 0.0
H 0.50470 -1.17444 1.26646 -0.2 -0.1 0.0
H 2.81023 0.07341 -0.36427 0.1 0.0 -0.1
H 2.29280 0.64261 1.22948 0.1 0.1 0.1
H 3.04393 -0.94158 1.06593 0.1 0.0 0.1
```
Positions in Å, forces in eV/Å.

## Properties
relative energy (zero: lowest compared OMol25 entry of this formula, charge and spin)	521.23	kJ/mol
structure (SMILES)	[H]/N=N/N=C.C=C=CC
charge	0

***

# 9
Computed, not measured: an isolated molecule of C5H9N3, with ωB97M-V/def2-TZVPD.

The geometry in XYZ format:
```
17
Properties=species:S:1:pos:R:3:forces:R:3
C 0.11112 -1.93742 0.61516 3.9 0.0 0.5
N 1.25883 -1.67040 1.17573 1.1 -0.7 0.3
N 1.73420 -0.43503 0.64771 2.5 -0.9 2.1
C 0.47579 0.16707 0.43231 4.2 4.9 2.4
C 0.30512 1.46964 -0.16547 -0.2 0.8 -8.4
N -0.99588 1.16893 -1.01897 -0.6 3.7 1.0
C -1.44709 -0.17113 -0.61709 0.6 0.0 -0.1
C -0.03416 -0.84308 -0.32255 -7.5 -0.4 -3.1
H -0.16847 -2.94130 0.80991 -1.1 -0.5 -0.3
H 2.47174 0.00670 1.24928 -1.4 -0.7 -0.4
H 0.06482 0.29277 1.34912 -2.0 -0.1 3.2
H 0.08676 2.31565 0.35688 0.1 1.9 2.2
H 0.99893 1.83070 -1.16474 -0.9 -1.2 3.3
H -1.68507 2.12734 -1.01958 2.1 -4.1 0.3
H -1.76534 -0.58921 -1.58238 -1.4 -0.4 1.0
H -2.04486 -0.15194 0.38585 0.4 -0.7 -2.1
H 0.63356 -0.63929 -1.13117 0.2 -1.8 -1.9
```
Positions in Å, forces in eV/Å.

## Properties
relative energy (zero: lowest compared OMol25 entry of this formula, charge and spin)	580.37	kJ/mol
structure (SMILES)	C1=NN[C@H]2CNC[C@H]12
charge	0

***

# 10
Computed, not measured: a cluster of 3 separate species, C5H9N3O in total, with ωB97M-V/def2-TZVPD.

The geometry in XYZ format:
```
18
Properties=species:S:1:pos:R:3:forces:R:3
C -1.35024 1.82866 1.11140 1.9 3.3 -1.5
C 0.28668 1.36415 1.09128 0.1 2.3 -1.0
C 1.36087 2.26479 1.43566 -1.0 -3.5 -3.0
C 0.28375 0.03656 0.21217 5.4 1.7 1.0
C -0.85431 -0.72596 0.34022 -2.6 -3.7 -3.0
H -1.44517 3.06385 1.07774 0.6 -2.9 1.4
H -1.96284 1.32006 1.93258 0.7 0.9 -1.7
H -1.70479 1.87135 -0.01292 0.3 -1.6 2.2
H 2.55271 1.98483 1.08037 -3.8 0.9 1.4
H 1.01955 3.29698 1.65710 0.7 -0.9 0.3
H -1.08466 -0.87918 1.36083 -1.4 -0.3 0.7
H 0.12821 -0.74218 -2.29694 -4.4 -2.3 1.5
H -1.90271 -1.54956 -2.48532 0.6 0.1 -0.2
H 0.90752 -2.42553 -0.17631 1.7 2.3 -3.0
N -1.49521 -1.41074 -0.63161 1.3 1.1 2.4
N -1.09255 -1.47262 -1.87173 3.4 2.5 -1.0
N 1.44779 -0.40933 -0.23078 -0.3 4.1 0.1
O 1.63893 -1.43763 -1.01783 -3.2 -4.0 3.5
```
Positions in Å, forces in eV/Å.

## Properties
relative energy (zero: lowest compared OMol25 entry of this formula, charge and spin)	1162.53	kJ/mol
charge	0

***

Q: Which F_max values were calculated for the entries above? A: 0.161, 0.102, 0.087, 0.078, 0.160, 0.096, 0.057, 0.074, 0.164, 0.120, in hartree/bohr.